1.
CHCdF3NO3S2 | ωB97M-V with the def2-TZVPD basis set

Structure (XYZ):
```
12
Properties=species:S:1:pos:R:3:forces:R:3:nbo_charge:R:1
H -3.742403 3.070499 -0.915924 -0.3 -0.2 -0.6 -0.36
F 1.241225 -0.216470 1.271067 0.0 0.2 -0.1 -0.26
O 0.777088 -0.983861 -4.398290 0.7 1.3 1.4 -0.70
S 1.099515 -0.127150 -3.268649 -1.0 -1.5 -1.4 1.59
S 0.006806 0.673765 -0.875024 1.1 0.9 0.1 2.14
F 0.720588 -1.744291 -0.156526 0.2 -0.2 -0.2 -0.28
Cd -2.950104 1.759367 -1.638401 -2.6 1.7 -0.6 1.31
F -0.810308 -0.858100 1.066716 -0.2 0.0 0.2 -0.27
C 0.323886 -0.648414 0.443784 -0.1 0.0 0.3 0.80
O 1.067500 1.656387 -0.846031 -1.4 -1.1 -0.1 -0.83
O -1.388336 1.127060 -0.645730 3.5 -1.6 1.0 -1.06
N -0.055774 -0.244043 -2.228697 0.2 0.6 0.1 -1.07
```
Forces are in eV/Å.

Output
E   -43061.803 eV
HOMO   -15.15 eV
E_LUMO   -6.5 eV
Gap between HOMO and LUMO   8.6 eV
Total charge   +1

***

2.
C19H24N4O3 | ωB97M-V with the def2-TZVPD basis set

Structure (XYZ):
```
50
Properties=species:S:1:pos:R:3:forces:R:3:nbo_charge:R:1
C 0.820289 0.840741 1.931486 1.2 -1.1 -0.3 -0.13
O 1.179315 -1.364695 3.488458 0.2 -1.1 -0.4 -0.64
C -0.276614 2.634060 -0.883752 0.5 -1.0 -4.0 -0.08
H -1.019164 -2.304329 4.396170 -0.4 -2.0 0.2 0.24
C 1.696793 -2.611459 -1.260885 -1.3 0.6 0.9 0.69
C 0.793396 2.512814 -3.096968 -2.3 0.1 1.4 -0.25
H 2.128246 -4.652593 1.184322 -0.3 -0.4 0.5 0.20
C 0.871788 2.614731 -1.708536 -1.1 0.0 1.4 -0.17
H -0.844944 -2.813287 -1.893829 0.6 1.3 -0.7 0.20
N -2.437575 2.699228 -0.588405 -1.4 1.0 -0.7 -0.55
C -0.511557 2.521421 0.527907 0.3 0.7 0.1 -0.12
H -1.396081 -1.584183 0.640857 0.5 1.1 -1.0 0.16
O 2.415246 -0.201078 0.354133 -3.0 1.4 1.7 -0.64
C -1.517521 2.684482 -1.661225 0.6 0.2 6.2 0.14
C -0.486981 2.493908 -3.729178 0.0 0.8 3.0 -0.18
H 1.804938 -2.392920 0.798494 -0.4 1.9 1.6 0.41
O 2.020351 -3.314971 -2.199551 0.0 0.4 -0.2 -0.64
C 1.189271 -0.022113 0.677240 3.4 -1.5 -3.2 0.68
H 1.719796 2.441224 -3.571428 1.0 -0.1 -1.3 0.22
C -1.820898 2.745542 0.663488 -1.4 0.0 -0.4 -0.02
H -1.522244 0.160995 0.357622 0.0 0.8 0.6 0.21
H 1.341048 -0.670319 -2.159396 -0.5 -0.5 1.2 0.24
H 0.218806 2.806363 2.589376 0.4 -0.2 -1.0 0.23
H -0.489324 -1.040196 5.476335 -0.6 0.1 -0.6 0.26
H -3.359258 3.074646 -0.764485 0.0 -0.2 0.4 0.40
C -0.918057 -1.272622 4.480822 -1.1 0.5 0.9 -0.69
H -1.043755 0.544341 2.754327 -3.8 1.7 -0.1 0.38
C -1.700992 -0.905306 -1.418981 1.8 0.6 -2.1 -0.40
H -1.854792 -0.803119 4.217798 -0.5 0.1 0.7 0.20
N 0.316512 -0.653710 -0.212057 1.3 0.8 0.6 -0.45
H -2.638994 -1.431892 -1.394824 -0.3 -0.1 0.0 0.22
H 1.756028 2.707372 -1.114235 1.1 -0.3 -0.5 0.21
H -0.505415 -1.677369 -3.271785 -0.2 0.3 0.3 0.24
C -1.080749 -0.709554 -0.064562 -2.2 -2.0 1.6 -0.22
H -0.608326 2.327502 -4.728221 0.1 -0.1 -2.7 0.21
C 0.771284 -1.364429 -1.461399 0.4 0.9 -0.8 -0.12
H 2.412503 -4.916113 -0.571134 0.1 0.4 0.5 0.23
H -1.812585 0.088949 -1.915780 -0.1 -0.7 0.4 0.21
H -2.708455 2.842734 -3.482382 1.5 -0.4 0.6 0.23
C -1.691390 2.702694 -2.996325 0.4 -0.4 -2.3 -0.27
H 3.628690 -4.085800 0.482197 -0.2 -0.3 -0.2 0.19
C -0.586559 -1.730094 -2.185781 -0.4 -1.8 2.2 -0.40
H -2.334884 3.028248 1.585580 -0.2 -0.5 -0.5 0.22
N 1.930732 -2.952176 0.029682 0.4 -2.6 -2.4 -0.60
H 1.821373 0.905125 2.441063 -1.1 -0.6 -0.1 0.27
C 0.044636 -0.907947 3.485821 3.8 0.8 0.3 0.66
N -0.182694 0.178351 2.763839 2.7 0.7 -1.5 -0.59
C 2.554585 -4.241949 0.292242 0.7 0.4 -0.5 -0.42
C 0.491566 2.299696 1.623986 1.0 1.2 -1.7 -0.41
H 1.422615 2.769056 1.091861 -1.1 -0.8 1.8 0.24
```
Forces are in eV/Å.

Output
E   -32194.675 eV
HOMO   -8.36 eV
Structure (SMILES)   CNC(=O)[C@H]1CCCN1C(=O)[C@@H](Cc1c[nH]c2ccccc12)NC(C)=O
E_LUMO   0.3 eV
Gap between HOMO and LUMO   8.7 eV

***

3.
C31H24N8O2S5Ta | ωB97M-V with the def2-TZVPD basis set

Structure (XYZ):
```
71
Properties=species:S:1:pos:R:3:forces:R:3:mulliken_charge:R:1
Ta -0.861163 -0.003726 -0.479969 1.5 1.2 -0.2 -0.01
C -2.244432 1.888238 1.255798 0.1 0.0 0.0 0.78
C -1.348415 -4.042727 3.609165 0.0 0.0 0.0 -0.78
H 3.372571 -2.080717 -2.007953 0.0 0.0 0.0 0.54
C 4.645928 4.253554 -1.164434 0.0 0.0 0.0 -0.65
C -2.515904 -3.569255 -1.737818 0.0 -0.1 -0.1 -0.08
N -4.268851 4.694497 0.851633 0.0 0.1 -0.1 -0.47
H 0.480294 4.867337 -0.802474 0.0 0.0 0.0 0.36
N -2.072931 3.242735 4.434762 0.1 0.0 0.1 -0.52
C -3.579438 3.916433 1.339483 0.1 -0.1 0.2 -0.32
H -4.597457 -3.961306 -1.375231 0.0 0.0 0.0 0.55
N -1.240258 -1.942186 0.129300 -1.3 -0.7 0.4 0.49
C 3.700903 2.953767 -2.955803 0.0 0.0 0.0 -0.77
H 4.610395 -2.490607 0.115180 0.0 0.0 0.0 0.44
H -0.354598 7.068478 2.764540 0.0 0.0 0.0 0.43
O -2.151604 -0.972684 -1.785227 -0.3 -0.2 0.4 -0.61
C -1.330045 -3.995542 -2.338481 -0.1 0.0 0.0 -0.21
C 2.688597 2.510147 -2.112374 0.0 0.0 0.0 -0.27
N 1.272705 -0.624857 0.164019 -0.5 -0.2 0.0 0.42
C -1.279695 -2.678058 1.355062 0.3 0.3 -0.7 0.26
H -0.415945 -5.505267 -3.529602 0.0 0.0 0.0 0.33
H -0.424792 -3.409832 -2.244459 0.0 0.0 0.0 0.22
O -3.816212 -1.932155 -0.202062 0.0 0.0 -0.1 -0.70
N -2.499684 -7.070994 -3.911483 0.0 -0.1 0.0 -0.45
C -2.507875 -5.917435 -3.202678 0.0 0.0 0.0 1.15
N 0.227965 1.822223 -0.619611 0.2 0.4 -0.1 -0.11
C 3.128392 -1.515907 1.334145 0.0 0.0 -0.1 -1.20
N -0.468190 -2.256666 2.306709 0.0 0.0 0.1 -0.09
S 1.424858 2.357188 0.325610 0.0 0.0 0.0 0.95
C 0.886384 3.869963 1.071453 -0.1 0.1 -0.1 0.43
H -3.350896 -7.573627 -4.082645 0.0 0.0 0.0 0.20
H 3.640346 -1.674365 2.270880 0.0 0.0 0.0 0.51
C 2.991369 -1.742808 -1.055639 -0.1 0.1 0.0 -1.02
H -2.805267 -5.241466 2.558784 0.0 0.0 0.0 0.44
S 0.722939 -0.733097 -2.351555 -0.2 -0.2 0.2 -0.41
C 0.002676 6.080681 0.895453 0.0 0.0 0.0 -0.87
C -1.327898 -5.161849 -3.060288 0.0 0.0 0.0 -0.97
H 1.938739 1.815451 -2.466516 0.0 0.0 0.0 0.31
H -4.597776 -6.046431 -2.690421 0.0 0.0 0.0 0.32
C 0.002862 6.167259 2.286305 0.0 0.0 0.0 -0.34
H 5.454317 4.165234 -3.147932 0.0 0.0 0.0 0.40
C 1.773621 -1.065560 -1.001332 0.1 0.2 0.0 0.65
C 0.455792 4.931601 0.278362 0.0 0.0 0.1 -0.63
C -2.711636 2.956437 1.950956 0.1 0.0 -0.1 0.99
H 5.404533 4.931073 -0.798952 0.0 0.0 0.0 0.42
C 1.923377 -0.856332 1.313913 0.1 0.2 0.0 -0.18
H 0.143744 -2.620793 4.236509 0.0 0.0 0.0 0.46
H 3.611970 4.172734 0.711256 0.0 0.0 0.0 0.43
H -0.348269 6.910336 0.298738 0.0 0.0 0.0 0.44
S -2.769013 1.510933 -0.378457 0.1 -0.2 0.1 -0.32
C -3.689158 -5.468674 -2.588485 0.0 0.1 0.0 -0.81
C -2.347481 3.131035 3.324873 -0.1 0.0 -0.2 -0.11
C 3.664431 -1.965705 0.125193 0.0 0.0 0.1 -0.25
C 3.643758 3.825380 -0.312771 0.0 0.0 0.0 -0.54
H 1.457476 -0.473679 2.209820 0.0 0.0 0.0 0.53
C 4.672002 3.821619 -2.485977 0.0 0.0 0.0 -0.50
H 3.723463 2.616140 -3.982689 0.0 0.0 0.0 0.44
C -3.695482 -4.304236 -1.858286 0.1 -0.1 0.0 -0.51
C -2.131685 -4.394493 2.522561 0.0 0.0 0.0 -0.28
C -0.511617 -2.953818 3.440961 -0.1 0.0 0.0 -0.19
C 2.668747 2.964320 -0.805149 0.1 0.0 0.1 0.51
S -2.562940 -2.113078 -0.846807 0.0 -0.2 -0.1 1.78
H -1.682647 -7.358754 -4.417423 0.0 0.0 0.0 0.20
C 0.880604 3.938179 2.454192 0.0 0.0 0.0 -0.09
H 1.186753 3.088381 3.048549 0.0 0.0 0.0 0.40
C 0.441480 5.109046 3.062053 0.0 -0.1 0.0 -0.63
S -1.142310 0.710389 1.920457 -0.1 -0.2 -0.2 -0.58
H -0.124465 2.562802 -1.222022 -0.1 -0.1 0.0 0.33
H 0.411224 5.172925 4.139418 0.0 0.0 0.0 0.42
N -2.093897 -3.716768 1.379438 -0.1 -0.1 0.1 -0.46
H -1.385286 -4.591064 4.537474 0.0 0.0 0.0 0.41
```
Forces are in eV/Å.

Output
E   -104276.854 eV
HOMO   -10.87 eV
E_LUMO   -3.8 eV
Gap between HOMO and LUMO   7.1 eV
Total charge   +1

***

4.
CH5NO2S2 | ωB97M-V with the def2-TZVPD basis set

Structure (XYZ):
```
11
Properties=species:S:1:pos:R:3:forces:R:3:nbo_charge:R:1
S 0.375230 1.169682 -1.890062 -0.8 1.4 -1.1 0.25
O -1.877492 -0.420743 -0.376554 -2.0 0.7 -1.2 -0.91
S -0.588709 -0.758667 0.061152 2.6 -3.2 2.9 2.09
N 0.659575 -0.410964 -1.568141 -0.2 -0.2 4.5 -0.90
H 0.666272 0.939600 0.953877 0.9 1.9 0.0 0.23
H 0.336834 -0.952241 -2.309239 -1.0 -1.6 -1.3 0.38
H -0.921382 0.772716 1.881446 -1.4 1.3 0.0 0.25
O -0.386630 -2.036175 0.791983 -0.1 1.4 -2.5 -0.91
H 0.403516 -0.283645 2.260727 -0.7 0.9 -2.0 0.26
H 1.407624 1.606650 -1.226708 1.0 0.6 0.4 0.08
C -0.074837 0.373786 1.421519 1.9 -3.3 0.5 -0.82
```
Forces are in eV/Å.

Output
E   -28370.528 eV
HOMO   -9.20 eV
Structure (SMILES)   CS(=O)(=O)NS
E_LUMO   -0.3 eV
Gap between HOMO and LUMO   8.9 eV